No. 1
15
Properties=species:S:1:pos:R:3:forces:R:3:mulliken_charge:R:1 method="wB97M-V/def2-TZVPD" multiplicity=1 e_above_lowest_kcal_mol=134.3 homo_ev=-9.3558
H 0.7765 -0.8929 -2.2804 0.1 0.2 -1.9 0.166
N 0.6000 -0.5596 -1.3768 0.6 1.4 1.4 -0.469
C 0.6807 0.6877 -1.1059 1.2 -0.3 -1.5 0.068
C 0.5727 1.1540 0.2577 -1.6 -0.4 0.7 -0.428
C -0.2466 0.4492 1.0867 1.0 1.0 0.3 -0.241
C -0.9929 -0.7731 0.8039 -1.5 0.0 0.0 -0.198
C -0.5353 -1.9431 0.3885 0.2 0.0 1.0 -0.409
N -1.6153 -3.0151 0.4474 0.6 3.5 -0.8 1.047
O -2.7385 -2.5757 0.5935 -0.8 -1.2 0.2 -0.618
O -1.3015 -4.1291 0.2409 0.5 -2.6 -0.1 -0.598
H 0.9659 1.5022 -1.8192 -0.4 -0.7 0.0 0.302
H 0.9699 2.1649 0.4580 -0.2 -0.9 0.3 0.306
H -0.3886 0.7893 2.1211 -0.1 0.2 -0.5 0.343
H -2.1251 -0.7982 0.9348 1.7 0.5 0.4 0.329
H 0.5304 -2.1168 0.1218 -1.5 -0.8 0.4 0.400

No. 2
62
Properties=species:S:1:pos:R:3:forces:R:3:mulliken_charge:R:1 method="wB97M-V/def2-TZVPD" multiplicity=3 s_squared=2.005 e_above_lowest_kcal_mol=93.6 homo_ev="-3.8226 / -6.0431"
P -0.6338 2.3460 -2.8065 -0.3 -1.6 1.7 1.428
P 1.8458 -0.5299 2.3696 -2.7 -0.7 -3.5 0.963
C -0.8781 0.6433 -2.0803 0.4 -0.6 -0.1 -0.476
C -0.5718 0.2566 -0.6414 0.4 1.3 0.4 -0.867
H -0.1484 0.0933 -2.6988 -0.3 -0.2 -0.1 0.235
H -1.8967 0.2576 -2.3283 0.5 0.7 -0.4 0.158
H 0.5429 0.3235 -0.4534 -1.1 -0.3 -0.1 0.165
H -1.0684 0.9338 0.1029 0.3 -0.2 -0.5 0.194
C 2.9336 -1.9779 2.6684 0.5 0.5 -0.1 -1.292
H 3.9559 -1.6939 2.3865 0.0 -0.4 0.2 0.423
H 2.5810 -2.7880 2.0160 0.2 0.2 0.2 0.268
H 2.8726 -2.3036 3.7145 0.2 0.1 -0.3 0.397
C 1.1038 -0.3282 4.0021 0.5 1.5 0.6 -1.383
H 0.8475 -1.2922 4.4662 0.2 0.3 -0.4 0.402
H 0.1835 0.2577 3.8545 0.3 -0.1 0.3 0.267
H 1.8251 0.2241 4.6223 -0.5 -0.1 0.6 0.469
C -0.7744 2.2281 -4.5643 0.0 0.4 -0.7 -1.400
H -0.4293 3.1728 -4.9907 -0.1 -0.1 -0.3 0.412
H -1.8211 2.0643 -4.8404 0.2 0.0 0.0 0.399
H -0.1623 1.4031 -4.9426 -0.1 0.2 0.1 0.405
C -1.9295 3.4071 -2.1858 0.0 0.6 -0.2 -1.391
H -1.8877 3.4589 -1.0889 0.0 -0.1 -0.3 0.384
H -2.8982 3.0095 -2.5217 0.3 0.1 0.2 0.400
H -1.7812 4.4089 -2.6092 -0.2 -0.1 0.2 0.419
Ni -1.6628 -1.5085 0.0901 4.1 5.9 -0.8 -0.338
C -1.7576 -2.2134 1.8382 -0.1 -1.3 1.1 0.242
C -0.8556 -2.8960 0.9315 0.4 -2.2 1.6 0.331
C -1.3334 -4.1067 0.1201 -0.1 -0.3 -0.5 -1.360
C -2.4979 -3.7767 -0.9107 0.0 -0.4 -0.1 -0.844
C -2.6844 -2.2943 -1.2166 -1.2 -0.7 -1.3 -0.030
C -3.4506 -1.4878 -0.3172 -1.7 -0.2 -0.2 -0.241
C -4.1631 -2.0862 0.8841 -0.7 -0.5 0.7 -1.251
C -3.1844 -2.7484 1.9269 -0.2 0.0 -0.1 -0.717
C 0.9921 3.0051 -2.3854 0.3 0.3 0.0 -0.943
H -1.4067 -1.6834 2.7389 0.2 -0.1 -0.7 0.262
H 0.2209 -2.7846 1.0840 -0.3 0.0 -0.1 0.031
H -1.6889 -4.9116 0.8023 0.2 0.1 -0.4 0.407
H -0.5087 -4.5222 -0.4904 -0.2 0.3 0.5 0.333
H -2.2896 -4.2896 -1.8752 -0.3 -0.1 0.7 0.455
H -3.4266 -4.1499 -0.4415 0.2 -0.2 -0.6 0.104
H -2.5898 -1.9289 -2.2573 0.1 -0.5 0.5 0.436
H -3.8167 -0.5165 -0.6623 -0.1 -0.2 -0.1 0.531
H -4.8566 -2.9197 0.5921 0.1 0.8 0.0 0.373
H -4.7781 -1.2899 1.3644 0.4 -0.5 -0.2 0.318
H -3.5589 -2.6315 2.9662 0.0 -0.2 -0.6 0.474
H -3.1213 -3.8251 1.6604 -0.4 0.5 0.6 0.023
H 1.1608 2.8804 -1.3009 -0.2 -0.1 -0.5 -0.093
H 1.0775 4.0869 -2.6209 -0.1 -0.6 0.0 0.380
H 1.7751 2.4493 -2.9408 -0.5 0.3 0.3 0.424
C 4.1298 2.0103 -0.5407 -0.2 -0.2 -0.1 -0.843
C 3.6701 2.1177 0.9423 0.5 0.2 0.0 0.770
C 2.9010 3.4269 1.1305 -0.1 0.2 0.2 -1.105
C 3.1931 0.7779 1.6060 0.2 -1.5 2.4 -1.380
H 3.3425 2.2450 -1.2764 0.1 -0.2 0.5 -0.194
H 4.5015 1.0069 -0.7751 0.0 0.1 0.1 0.427
H 4.9483 2.7218 -0.7558 -0.3 -0.2 0.3 0.390
H 4.6270 2.2548 1.4808 -0.4 0.0 -0.2 0.259
H 2.3364 3.7227 0.2335 0.0 -0.3 0.3 0.212
H 2.2167 3.3565 1.9783 0.0 0.2 -0.1 0.326
H 3.6085 4.2543 1.3134 -0.3 -0.3 0.0 0.361
H 3.5594 0.7155 2.6836 1.3 0.4 -1.6 0.355
H 3.5600 -0.0359 0.9490 0.4 0.4 0.7 0.136

No. 3
70
Properties=species:S:1:pos:R:3:forces:R:3:mulliken_charge:R:1 method="wB97M-V/def2-TZVPD" multiplicity=1 charge=+1 homo_ev=-9.3116
C -5.7086 2.2198 -2.4158 1.3 -1.1 -0.5 -1.197
C -4.4001 1.3616 -1.9939 -1.5 0.7 -0.2 0.327
F -4.8946 0.0182 -1.7655 1.1 1.4 -0.5 -0.341
C -3.2894 1.4215 -3.1368 0.9 0.6 2.0 -0.296
N -3.7456 0.8748 -4.4555 -0.3 1.2 -0.5 -0.014
O -3.9504 -0.4975 -4.4494 -0.8 -0.6 0.1 -0.330
H -6.1929 2.6672 -1.4982 0.5 -0.5 -1.3 0.343
H -6.4045 1.4734 -2.9275 0.8 1.2 0.8 0.355
H -5.3835 2.9911 -3.1902 -0.6 -0.6 1.3 0.308
H -3.9825 1.7407 -0.9983 -0.3 -0.6 -1.6 0.407
H -2.3048 0.9263 -2.7630 -1.9 0.7 -0.8 -0.138
H -3.0309 2.5329 -3.2626 -0.5 -1.6 -0.1 0.385
H -4.6275 1.3433 -4.7586 0.6 -0.1 0.2 0.427
H -3.0461 1.0426 -5.2116 -0.4 0.0 0.6 0.386
H -4.9302 -0.6268 -4.4036 0.8 -0.2 0.2 0.365
O -8.5056 1.5710 -2.2071 -1.3 -4.1 1.1 -0.229
H -9.2455 1.6356 -1.5832 -0.5 0.5 0.3 0.407
C -2.0633 -0.2006 -0.4531 -0.3 -1.3 2.2 0.117
O -1.3920 0.5691 -1.1636 1.0 -0.5 -1.0 -0.808
N -1.7062 -0.6435 0.7635 -0.4 0.7 -1.7 0.153
C -2.5507 -1.5435 1.5292 -0.1 -0.1 0.2 -0.902
C -0.4389 -0.2121 1.3355 0.3 0.3 0.0 -0.990
H -3.0379 -0.5894 -0.7830 0.1 0.0 0.0 0.381
H -2.8135 -1.0653 2.4746 0.0 -0.1 0.0 0.362
H -1.9997 -2.4651 1.7266 -0.1 0.1 0.1 0.350
H -3.4642 -1.7825 0.9829 0.1 0.1 0.0 0.324
H -0.4346 0.8764 1.4187 0.2 -0.1 0.1 0.335
H 0.3743 -0.5164 0.6727 0.1 0.1 0.2 0.323
H -0.2938 -0.6548 2.3204 -0.1 0.0 -0.1 0.437
C 2.6993 3.5247 0.6146 -0.1 0.0 0.0 -0.917
S 2.7664 1.7618 0.9912 0.3 0.3 0.1 0.621
O 2.5472 1.6086 2.4634 -0.1 -0.1 -0.3 -0.621
C 4.5321 1.5682 0.6833 0.0 -0.2 0.0 -0.914
H 1.6789 3.8732 0.7791 0.0 -0.1 0.1 0.324
H 3.3788 4.0717 1.2694 0.0 -0.1 0.0 0.342
H 2.9726 3.6848 -0.4289 0.1 -0.1 0.1 0.259
H 5.0996 2.2359 1.3325 -0.1 0.0 0.0 0.339
H 4.7432 1.7900 -0.3631 -0.1 0.1 0.0 0.246
H 4.8083 0.5349 0.8969 -0.1 0.0 0.0 0.335
Li -0.6977 -0.7796 -2.8460 0.5 0.2 0.4 0.930
C 3.3648 -4.2943 4.2559 0.2 -0.1 0.0 -1.465
C 3.0758 -2.8056 4.0852 -0.3 -0.3 0.1 0.376
C 2.2656 -2.1938 5.2454 0.2 0.4 -0.1 -0.745
O 0.8757 -2.5206 5.2302 0.1 -0.1 0.3 -0.354
C 0.5676 -3.7987 5.7505 0.2 0.0 -0.7 -0.613
N 2.4087 -2.5935 2.7951 -0.2 0.3 0.0 -0.677
H 2.4993 -4.9207 4.0286 0.0 0.1 0.0 0.275
H 4.1649 -4.6038 3.5796 -0.1 0.1 0.0 0.368
H 3.6879 -4.5178 5.2763 0.0 0.0 -0.1 0.358
H 4.0420 -2.2917 4.0586 -0.1 0.1 0.0 0.444
H 2.3104 -1.1051 5.1480 -0.1 -0.1 0.0 0.364
H 2.7089 -2.4368 6.2182 -0.1 -0.2 0.0 0.439
H 1.2236 -4.0781 6.5797 0.0 0.0 0.0 0.400
H 0.6107 -4.5492 4.9576 0.0 -0.2 0.1 0.265
H -0.4708 -3.7695 6.1213 0.4 -0.2 -0.5 0.116
H 2.3119 -1.5907 2.6383 0.2 0.0 0.0 0.204
H 1.4455 -2.9146 2.8963 0.2 -0.1 0.0 0.314
F -9.1098 -0.3160 -1.5888 1.4 3.6 -1.4 -0.244
F 7.2036 4.6852 -2.8106 -2.2 -0.1 0.0 -0.408
Al 5.4850 4.9794 -2.5681 1.2 2.0 1.0 0.743
F 4.7454 5.4701 -4.1118 0.5 -1.4 1.4 -0.474
F 5.2592 6.2532 -1.3743 0.0 -1.7 -1.4 -0.406
F 4.7048 3.4798 -1.9925 0.4 0.9 -1.1 -0.447
Be -1.2177 -2.9414 7.5900 -0.6 0.5 0.8 -0.029
F 2.1048 0.0946 -5.8487 -0.2 -1.0 -0.1 -0.438
Al 2.0606 -1.5367 -6.5456 0.6 -0.8 -1.0 0.744
F 3.6362 -1.9228 -7.2328 -1.7 0.6 0.9 -0.415
F 0.8250 -1.5982 -7.8048 1.0 0.3 1.6 -0.436
F 1.6591 -2.6967 -5.2681 0.0 1.4 -0.8 -0.443
K 4.4949 2.7057 -4.5025 0.0 -0.1 -0.3 0.992

No. 4
60
Properties=species:S:1:pos:R:3:forces:R:3:mulliken_charge:R:1 method="wB97M-V/def2-TZVPD" multiplicity=1 smiles="CN(CC1(O)CN(C(=O)C[C@@H]2C[C@@H](O)C2(C)C)C1)C(=O)C1(Cl)CCCCC1" e_above_lowest_kcal_mol=0.8 homo_ev=-9.3403
C -3.7946 -2.6239 -2.2141 0.0 0.0 0.0 -1.090
N -2.6603 -2.4076 -1.3232 0.1 0.0 0.0 0.183
C -1.3741 -2.1946 -1.9544 -0.1 -0.1 0.0 -1.816
C -1.2986 -0.9193 -2.7978 0.0 0.0 0.0 1.878
O -1.7695 -1.2453 -4.0851 0.0 0.0 0.0 -0.600
C -1.9019 0.3483 -2.1453 0.0 0.0 0.0 -0.943
N -0.5426 0.8177 -1.9169 0.0 0.0 0.0 0.331
C -0.1670 2.0642 -1.5385 -0.1 0.1 0.0 0.310
O -0.9917 2.8837 -1.1705 0.0 0.0 0.0 -0.718
C 1.3187 2.3286 -1.5070 0.0 -0.1 0.0 -0.684
C 1.8321 2.0036 -0.1110 0.1 0.0 0.0 0.548
C 1.4307 2.9126 1.0673 0.0 0.1 0.0 -1.125
C 2.8364 2.7230 1.6499 0.0 -0.1 0.0 -0.049
O 2.7747 1.6903 2.6213 0.0 0.0 0.0 -0.537
C 3.3274 2.2537 0.2444 0.0 0.0 0.0 1.486
C 4.2343 1.0404 0.1921 0.0 0.0 0.0 -1.859
C 3.9345 3.4289 -0.5100 0.0 0.0 0.0 -1.994
C 0.0903 -0.2194 -2.7298 0.0 0.0 -0.1 -1.304
C -2.9388 -2.4200 0.0118 0.0 0.2 0.0 -0.233
O -4.0927 -2.5342 0.3875 0.0 0.0 0.0 -0.693
C -1.8281 -2.2827 1.0871 -0.1 -0.2 0.1 1.419
Cl -0.6761 -3.6847 0.8463 0.1 0.1 -0.1 -0.115
C -2.4741 -2.4799 2.4640 0.0 0.0 0.0 -1.017
C -1.4833 -2.3490 3.6155 0.0 0.0 0.0 -0.826
C -0.7629 -1.0055 3.5716 0.0 0.0 0.0 -0.905
C -0.0825 -0.8133 2.2222 0.0 0.0 0.0 -0.568
C -1.0771 -0.9506 1.0707 -0.1 0.1 0.0 0.464
H -4.4536 -3.3743 -1.7845 0.0 0.0 0.0 0.382
H -4.3734 -1.7088 -2.3603 0.0 0.0 0.0 0.275
H -3.4165 -2.9534 -3.1783 0.0 0.0 0.0 0.358
H -0.5970 -2.2054 -1.2039 0.0 0.1 0.0 0.519
H -1.1651 -3.0288 -2.6315 0.0 0.0 0.0 0.383
H -1.8511 -0.4421 -4.6103 0.0 0.0 0.0 0.485
H -2.4629 0.9727 -2.8480 0.0 0.0 0.0 0.380
H -2.5013 0.2090 -1.2451 0.0 0.0 0.0 0.173
H 1.8530 1.7243 -2.2459 0.0 0.0 0.0 0.360
H 1.4649 3.3820 -1.7455 0.0 0.0 0.0 0.468
H 1.5943 0.9624 0.1309 0.0 0.0 0.0 -0.166
H 1.2428 3.9352 0.7399 0.0 0.0 0.0 0.358
H 0.6138 2.5947 1.7115 0.0 0.0 0.0 0.359
H 3.3381 3.6081 2.0540 0.0 0.0 0.0 0.358
H 3.6692 1.4642 2.8950 0.0 0.0 0.0 0.358
H 5.2297 1.2680 0.5842 0.0 0.0 0.0 0.422
H 3.8160 0.2112 0.7637 0.0 0.0 0.0 0.470
H 4.3630 0.7092 -0.8418 0.0 0.0 0.0 0.352
H 4.9096 3.6779 -0.0850 0.0 0.0 0.0 0.459
H 4.0827 3.1912 -1.5658 0.0 0.0 0.0 0.338
H 3.3096 4.3219 -0.4505 0.0 0.0 0.0 0.414
H 0.8953 -0.7742 -2.2427 0.0 0.0 0.0 0.196
H 0.4283 0.1306 -3.7100 0.0 0.0 0.0 0.370
H -3.2480 -1.7142 2.5548 0.0 0.0 0.0 0.383
H -2.9875 -3.4395 2.4817 0.0 0.0 0.0 0.418
H -2.0271 -2.4655 4.5550 0.0 0.0 0.0 0.426
H -0.7519 -3.1599 3.5711 0.0 0.0 0.0 0.355
H -1.4905 -0.2006 3.7258 0.0 0.0 0.0 0.335
H -0.0297 -0.9287 4.3763 0.0 0.0 0.0 0.400
H 0.3936 0.1664 2.1663 0.0 0.0 0.0 -0.151
H 0.7102 -1.5572 2.1005 0.0 0.0 0.0 0.467
H -0.5736 -0.7673 0.1258 0.0 0.0 -0.1 -0.786
H -1.8481 -0.1742 1.1642 0.0 0.0 0.0 0.536